[1]
Here is a single C3H5Br2P molecule from OMol25. Energies are from ωB97M-V/def2-TZVPD.

Calculated values
**Structure (SMILES)**: C=C(C)P(Br)Br
**HOMO**: -9.62 eV
**Lowest unoccupied orbital energy**: -0.0375 Ha

ORCA input file:
```
! RIJCOSX wB97M-V def2-TZVPD def2/J DEFGRID3
* xyz 0 1
C 0.67 0.82 -0.31
H 1.72 0.92 -0.43
P 0.64 -1.04 -2.42
H -1.47 -1.86 -0.82
H 0.15 1.53 -1.06
H -1.23 -0.97 0.86
Br 2.81 -1.03 -2.18
H 0.48 0.94 0.76
Br 0.20 1.19 -3.66
C -0.95 -1.17 -0.28
C 0.04 -0.47 -0.77
*
```

---

[2]
Here is a molecular structure, C33H37N9O7S2Ta from OMol25. Energies are from ωB97M-V/def2-TZVPD.

Calculated values
**HOMO**: -16.69 eV
**Lowest unoccupied orbital energy**: -0.3621 Ha

ORCA input file:
```
! RIJCOSX wB97M-V def2-TZVPD def2/J DEFGRID3
* xyz 3 1
C -4.55 0.43 0.17
H 7.13 -1.80 -1.46
C 7.56 -0.90 -1.21
C 2.03 -0.11 1.00
C 0.92 -2.67 -2.38
H -2.37 1.98 2.22
H 1.73 2.42 -2.19
H 1.13 1.34 -3.42
H 1.71 -2.04 0.23
C -3.59 -3.58 -0.76
O 4.59 -1.35 -0.73
H -1.63 3.58 1.70
H -3.35 3.05 1.23
H 4.13 -0.87 2.15
O -0.19 1.55 -1.80
H -7.10 1.05 -2.63
N 2.16 -3.47 -4.51
O -1.73 2.04 0.23
O -0.07 -1.06 -1.28
C 1.17 1.41 -2.37
C -6.83 0.72 -0.47
N 0.99 0.63 0.61
N -1.76 0.28 -3.69
C 1.32 1.93 0.83
S -4.22 1.10 -3.64
H 0.74 2.79 0.75
C 0.68 -3.61 -1.33
N 0.59 -4.26 -0.38
H 0.29 3.47 -1.19
H 7.07 1.25 -1.27
H 7.79 -0.90 -0.13
H 6.30 0.27 -2.57
N 0.70 -1.40 -2.36
C -2.52 -2.22 1.35
H 1.60 0.59 -1.89
C -0.55 2.92 -1.68
H -2.50 -2.75 3.98
C 2.55 1.96 1.37
C -5.07 0.92 -2.08
H -1.14 -1.70 5.66
H 8.43 -0.85 -1.80
H -2.39 -2.17 -1.96
C -1.04 -0.37 1.96
H -0.92 -0.15 -3.31
C -6.39 0.91 -1.81
C -2.80 0.51 -2.93
O 4.11 2.82 2.76
N -2.21 -1.81 0.09
H -4.05 -3.98 -1.62
H -7.95 0.82 -0.31
H 5.77 1.44 1.06
H -0.05 0.54 5.03
C 2.03 -1.60 1.13
H -4.74 -4.62 0.69
H -0.62 3.48 -2.63
N -2.80 0.25 -1.63
H -1.70 4.10 -0.42
C -1.79 3.02 -0.84
C -0.52 -0.08 4.29
C -5.89 0.49 0.53
S 5.08 0.02 -0.68
H 6.29 -0.22 1.24
H -1.87 0.37 -4.72
C 5.44 0.40 1.06
H 4.42 0.64 2.90
H 1.28 -1.93 1.87
C -1.23 -1.27 4.65
C 6.58 0.28 -1.50
C 4.30 0.17 1.98
H -6.12 0.37 1.53
C -0.47 0.36 2.99
O 4.09 0.99 -1.19
C -2.30 2.73 1.47
C -2.67 -2.50 -0.95
H -2.77 2.89 -1.30
C -1.83 -1.48 2.38
C -1.95 -1.91 3.69
H 2.97 -1.98 1.41
N 3.04 0.70 1.41
H -3.68 -3.54 2.58
H 0.06 1.34 2.85
C -3.98 -3.90 0.54
C -4.14 0.54 -1.13
N 3.21 3.13 2.04
Ta -1.03 0.05 -0.17
C -3.41 -3.23 1.57
H -3.77 0.16 0.92
C 1.51 -3.18 -3.61
O 2.77 4.21 1.81
*
```

---

[3]
Here is a single C4H8N2O molecule from OMol25. Energies are from ωB97M-V/def2-TZVPD.

Calculated values
**HOMO (spin up / spin down)**: -7.48 / -8.27 eV
**Lowest unoccupied orbital energy (spin up / spin down)**: -0.0069 / 0.0004 Ha

ORCA input file:
```
! RIJCOSX wB97M-V def2-TZVPD def2/J DEFGRID3
* xyz 0 1
H -1.85 -1.84 -0.38
H -1.44 0.79 -0.51
H -0.57 0.05 1.72
C 1.31 -0.92 0.27
O 0.13 0.70 1.49
H -0.61 -0.35 -1.59
C 0.46 0.40 0.18
N -1.39 -1.17 0.24
H 1.50 1.30 -1.47
H 0.48 2.42 -0.53
C 1.16 1.57 -0.47
N 0.76 -1.96 0.42
H 0.11 -2.70 0.60
C -0.83 -0.13 -0.54
H 2.03 1.86 0.14
*
```

---

[4]
Here is a molecular structure, C27H14BrClF6IN4O6S2Y from OMol25. Energies are from ωB97M-V/def2-TZVPD.

Calculated values
**HOMO**: -7.90 eV
**Lowest unoccupied orbital energy**: -0.0568 Ha

ORCA input file:
```
! RIJCOSX wB97M-V def2-TZVPD def2/J DEFGRID3
* xyz 0 1
O 0.14 2.74 0.45
O -1.26 -0.03 1.80
S -2.77 3.12 -0.85
C 3.33 1.52 -1.74
Br 6.60 -0.85 -2.68
H -3.17 -5.32 -2.22
C -0.39 -4.01 -0.80
C -4.66 -1.53 -1.77
O 1.07 1.00 -1.49
H 3.74 -0.57 4.73
H -0.98 -6.00 -1.28
H 4.06 -2.34 -2.00
F 1.75 4.73 -0.32
C 2.61 -0.88 -1.43
C -0.36 -1.99 4.77
N -2.02 4.10 0.20
Cl 1.99 -2.08 6.23
H 5.49 1.75 -1.67
I -3.13 -2.13 3.50
F -3.56 5.18 -2.22
O -2.07 1.87 -1.19
F -3.79 3.16 -3.26
C -3.68 -0.63 -1.31
H -5.08 -3.62 -2.19
H 2.77 1.60 1.09
C -2.05 -2.27 -1.31
F -1.88 4.18 -3.20
C -4.33 -2.87 -1.89
C 1.60 -1.82 -1.05
O -4.12 2.95 -0.41
C 4.63 1.08 -1.73
Y -0.52 0.51 -0.13
H 4.39 0.90 2.83
H -3.95 0.43 -1.00
O -0.49 4.60 2.04
H 2.93 2.53 -1.90
C -2.98 3.98 -2.49
C 4.92 -0.31 -1.97
N -2.42 -0.98 -1.01
C 0.82 -0.33 2.81
C -2.55 -4.59 -1.73
H 2.02 -2.83 -0.83
C -0.70 -2.63 -1.00
C 1.02 -1.60 4.84
F 0.11 4.90 -1.78
N 1.26 0.41 1.76
C 3.41 0.50 2.84
C 2.30 0.58 -1.58
N 0.27 -1.66 -0.88
S -0.52 4.05 0.72
C -3.03 -3.27 -1.67
H 0.61 -4.25 -0.30
F 0.42 6.38 -0.22
C 3.04 -0.28 3.90
H -0.74 -2.67 5.48
C 3.93 -1.27 -1.90
C -1.30 -4.99 -1.26
C -0.58 -0.61 2.79
H -5.63 -1.22 -2.09
C 1.66 -0.78 3.91
C 2.50 0.87 1.82
C -1.14 -1.52 3.69
C 0.46 5.11 -0.49
*
```

---

[5]
Here is 2 unconnected molecules or ions with the total composition C3H2ClNO from OMol25. Energies are from ωB97M-V/def2-TZVPD.

Calculated values
**Structure (SMILES)**: O=C=CCl.C#N
**HOMO**: -8.95 eV
**Lowest unoccupied orbital energy**: 0.0170 Ha

ORCA input file:
```
! RIJCOSX wB97M-V def2-TZVPD def2/J DEFGRID3
* xyz 0 1
H -1.63 1.22 -0.15
O -1.95 -2.07 0.25
N 1.31 -0.08 -0.48
C -2.21 0.32 -0.17
C -2.03 -0.95 0.03
H 2.37 1.73 0.12
Cl -3.97 0.48 -0.05
C 1.85 0.88 -0.16
*
```

---

[6]
Here is 15 unconnected molecules or ions with the total composition C33H102N6O15 from OMol25. Energies are from ωB97M-V/def2-TZVPD.

Calculated values
**HOMO**: -8.47 eV
**Lowest unoccupied orbital energy**: 0.0168 Ha

ORCA input file:
```
! RIJCOSX wB97M-V def2-TZVPD def2/J DEFGRID3
* xyz 0 1
H 12.90 15.66 13.17
H 12.89 19.17 18.82
H 17.35 12.99 16.97
H 13.02 15.84 15.52
O 9.24 19.75 18.26
C 14.80 18.85 21.83
C 12.01 11.86 17.13
H 13.84 11.11 12.13
H 16.37 22.11 17.38
H 19.08 16.40 21.55
H 14.49 17.87 21.43
H 19.75 16.72 14.63
C 16.13 14.47 15.71
H 13.54 16.15 18.55
H 11.52 19.79 17.85
C 8.11 19.27 17.58
O 14.37 16.11 19.02
O 15.31 20.41 16.85
H 13.64 14.38 19.86
O 11.55 21.60 15.75
C 12.95 12.69 16.37
C 18.41 16.27 20.68
H 11.17 20.03 20.30
H 13.19 21.07 14.55
H 15.32 14.61 20.17
C 16.92 13.12 15.95
H 14.48 16.49 16.28
H 19.43 16.94 16.34
H 11.88 9.91 18.03
H 14.78 14.24 18.54
H 15.25 14.52 16.33
O 11.64 15.30 18.26
C 14.28 11.57 13.06
C 12.34 20.59 15.17
O 18.21 15.62 15.27
N 20.19 16.95 19.14
H 11.44 21.46 25.81
H 16.54 16.59 15.67
H 19.42 21.05 20.64
H 15.25 15.31 14.13
H 14.13 10.91 13.90
H 11.68 19.79 10.21
N 11.39 19.39 24.24
H 13.50 8.07 15.20
H 7.17 19.18 18.16
H 10.66 18.26 15.42
C 11.91 15.26 12.93
H 16.26 12.28 15.79
H 12.71 23.30 15.59
C 16.31 19.60 13.37
H 14.34 18.94 10.78
O 13.63 19.35 22.38
N 12.23 18.93 13.40
H 18.22 16.97 18.65
H 14.18 19.60 24.35
C 18.80 17.20 19.52
H 9.63 15.27 17.60
H 15.58 18.69 22.58
C 12.55 10.47 17.33
H 15.16 15.91 10.89
C 10.97 19.09 19.78
C 14.54 14.80 19.44
H 11.00 11.83 16.69
N 11.24 18.08 20.83
H 10.84 11.95 18.88
C 15.88 16.61 11.26
H 12.20 18.11 21.09
H 18.37 17.65 15.10
H 14.18 21.06 23.44
H 9.45 18.86 14.31
H 10.61 16.49 16.84
C 10.25 19.19 14.98
H 15.37 11.75 12.92
H 15.22 19.42 20.98
H 16.56 19.94 12.38
H 16.46 14.26 13.77
C 18.62 18.71 19.85
O 15.71 17.86 10.56
H 12.83 19.87 15.88
H 12.02 14.42 12.27
H 12.80 19.39 12.67
H 12.60 7.78 16.74
H 7.85 20.01 16.80
H 13.93 12.77 16.86
H 11.29 18.88 23.38
H 10.78 14.75 16.37
H 11.60 18.35 12.91
C 17.06 15.67 16.02
C 12.26 20.53 24.00
H 17.81 13.02 15.30
O 19.42 19.00 20.97
C 12.32 22.61 16.35
H 13.56 17.91 14.05
C 16.42 21.01 17.54
H 12.55 13.67 16.29
H 9.35 17.92 19.19
H 11.65 23.22 16.94
O 13.57 19.54 10.96
H 13.17 12.31 15.37
H 11.75 21.14 23.25
H 16.93 16.27 11.12
O 13.57 12.85 13.30
C 12.50 19.06 10.12
H 18.27 15.20 20.36
O 12.55 9.71 16.14
C 13.63 16.72 15.67
C 18.97 16.77 15.36
H 10.22 16.01 12.56
H 20.83 17.30 19.84
H 14.92 21.03 13.27
H 16.21 20.92 18.61
H 17.40 20.63 17.28
H 8.22 18.30 17.12
H 17.12 15.64 17.10
H 11.74 14.33 18.43
H 13.00 22.23 25.30
H 12.93 20.57 25.98
H 10.99 17.09 20.63
H 20.40 15.99 18.93
C 13.63 20.14 23.56
H 11.80 18.11 17.97
H 20.09 20.46 22.17
C 13.27 8.47 16.23
N 11.68 12.42 18.55
H 12.75 19.07 9.05
O 15.49 20.70 13.98
C 9.53 18.99 19.39
H 15.40 20.69 15.94
H 14.19 13.46 13.78
H 11.42 14.87 13.81
N 15.67 14.41 14.33
C 11.88 19.02 18.55
C 19.30 20.31 21.45
H 18.96 19.33 19.01
H 18.31 20.43 21.88
H 17.41 16.66 21.01
H 8.80 19.26 20.17
H 11.73 18.89 25.04
H 17.16 19.39 14.01
C 10.65 15.47 17.20
O 14.17 17.24 14.46
H 13.04 17.49 16.23
H 15.66 16.81 12.32
H 12.43 12.14 19.18
H 15.62 18.75 13.25
C 12.41 21.28 25.34
H 10.93 20.61 13.57
H 9.87 19.92 15.71
H 13.56 10.47 17.75
H 13.14 22.22 16.94
H 14.18 8.55 16.86
C 11.40 19.88 14.19
H 15.65 17.75 9.60
O 11.09 16.29 12.31
H 12.14 18.05 10.41
H 17.57 19.01 20.10
*
```

---

[7]
Here is 2 unconnected molecules or ions with the total composition C29H49NO6 from OMol25. Energies are from ωB97M-V/def2-TZVPD.

Calculated values
**Structure (SMILES)**: CCCCCCCCCCCCCCCN1C(=O)c2cccc(O)c2C1=O.COCCOCCOC
**HOMO**: -9.25 eV
**Lowest unoccupied orbital energy**: -0.0571 Ha

ORCA input file:
```
! RIJCOSX wB97M-V def2-TZVPD def2/J DEFGRID3
* xyz 0 1
C -1.97 2.04 -0.91
H 4.37 -3.43 -2.32
C 1.51 4.52 0.90
C -0.07 5.06 0.84
H 1.89 -3.19 2.19
H -0.46 4.80 -0.23
C -6.25 1.19 2.60
H 2.13 5.34 0.30
H 3.75 2.39 1.12
H 0.63 2.59 0.04
H 1.63 2.38 3.04
H -3.06 -2.61 -1.26
H -0.21 4.17 2.94
H -2.81 1.93 -1.73
C -4.13 -2.18 1.19
H 2.72 1.04 0.23
C -4.96 -1.37 2.37
C 1.71 3.08 0.11
H 2.46 -1.70 4.12
H -7.22 1.65 4.79
H 0.91 0.93 1.91
H 2.09 -6.01 -2.78
H 2.07 3.25 -1.01
H 3.07 0.73 4.10
O -5.28 0.94 -0.79
H -1.73 5.21 2.54
H -6.46 -0.84 5.92
H 1.95 4.53 1.99
H -5.03 -2.83 4.34
C -1.70 2.99 1.68
H -5.83 3.05 1.99
C 1.65 -5.06 -2.46
H 2.59 -1.67 1.16
H -1.82 0.38 0.68
H 1.57 -2.67 -1.79
C -1.48 0.54 -0.43
O 5.03 -2.98 -4.81
C 1.88 1.49 2.30
H 0.57 -5.10 -2.65
C 2.68 -1.63 -3.33
C 4.79 -2.44 -2.45
C -4.90 0.09 0.16
H 3.03 -1.78 -4.35
H 5.45 -1.51 -6.20
C -5.43 0.07 1.73
H 3.68 0.03 2.36
H -1.05 2.59 -1.44
H -2.49 2.77 2.56
C 2.78 0.30 3.06
H 6.65 -2.85 -6.10
O 2.25 -4.02 -3.21
H 1.85 -4.93 -1.40
H 0.76 -2.63 -3.39
H -2.53 4.11 -0.13
H 6.62 -2.88 -3.53
H -3.71 2.80 0.53
H -0.89 2.15 1.77
H -0.29 0.59 -0.40
H 5.05 -3.12 -6.85
O 3.77 -1.43 -2.42
C 1.77 -2.03 1.94
C -5.34 -1.78 3.91
H -0.99 -1.47 -1.38
O -3.69 -3.47 1.19
H 2.12 -0.69 -3.32
H 0.80 -0.87 3.70
C -6.17 -0.64 4.79
C 1.72 -2.74 -2.87
H 0.68 -1.91 1.47
N -3.94 -1.08 0.16
H -0.02 6.23 1.03
C 5.58 -2.59 -6.05
C -0.99 4.41 2.06
H -1.87 -0.20 -2.56
C 2.66 2.01 0.92
C -1.86 -0.67 -1.46
C -3.27 -1.45 -1.15
H -4.03 -1.18 -2.03
O -6.63 2.44 1.92
C 1.89 -1.08 3.30
C 5.67 -2.35 -3.70
C -2.56 2.99 0.29
H 5.88 -1.30 -3.93
C -6.63 0.84 4.17
H 5.43 -2.24 -1.58
*
```

---

The following DFT total energy values (in eV) correspond, in order, to the records above: -152565.3490 -85756.7249 -9301.0976 -176159.3113 -19200.9141 -75521.3938 -44624.6832.
The following ΔE to the lowest compared entry with this formula, charge and spin values (in kJ/mol) correspond, in order, to the records above: 57.4 65.1 510.9 17.6 166.8 0.0 1674.4.